# 1
Density functional theory data (ωB97M-V/def2-TZVPD) for C22H40N7RhSeSi2 as an isolated structure at a distorted geometry.

The geometry in XYZ format:
```
73
Properties=species:S:1:pos:R:3
Rh 0.149 -1.033 0.093
C 3.799 -3.536 -0.405
Si 2.208 -2.599 -0.281
C 0.876 -3.589 0.617
C 1.442 -2.193 -1.971
C 2.176 -0.939 0.560
C 1.836 -0.850 1.997
C 2.583 -0.750 3.161
C 1.904 -0.669 4.365
C 0.509 -0.682 4.396
C -0.182 -0.772 3.207
N 0.489 -0.852 2.057
Si 3.299 0.475 -0.035
C 3.022 0.901 -1.838
C 5.089 0.001 0.201
C 2.941 1.973 1.030
H 3.636 -4.503 -0.885
H 4.218 -3.721 0.586
H 4.543 -2.994 -0.988
H 0.789 -4.556 0.117
H -0.163 -3.191 0.609
H 1.138 -3.758 1.663
H 1.149 -3.112 -2.482
H 2.117 -1.633 -2.617
H 0.490 -1.596 -1.961
H 3.664 -0.753 3.119
H 2.458 -0.604 5.292
H -0.030 -0.640 5.331
H -1.262 -0.800 3.158
H 3.688 0.324 -2.483
H 3.280 1.951 -1.989
H 2.001 0.741 -2.183
H 5.381 -0.813 -0.465
H 5.303 -0.319 1.223
H 5.736 0.852 -0.019
H 1.872 2.155 1.093
H 3.429 2.864 0.630
H 3.304 1.832 2.051
C 0.946 3.868 -2.360
N 0.733 4.018 -0.920
C 1.130 5.102 -0.173
C 0.730 4.879 1.098
N 0.079 3.669 1.109
C -0.485 3.040 2.295
C 0.096 3.141 -0.128
Se -0.631 1.506 -0.686
H 1.521 4.723 -2.703
H -0.012 3.845 -2.874
H 1.490 2.951 -2.555
H 1.646 5.940 -0.606
H 0.845 5.479 1.983
H -0.835 3.819 2.965
H 0.277 2.437 2.791
H -1.316 2.408 1.994
C -5.947 -1.906 -2.996
C -6.182 -1.144 -1.697
C -5.752 0.316 -1.814
C -5.527 -1.840 -0.502
N -4.059 -1.813 -0.560
C -3.200 -0.884 -0.156
N -1.987 -1.275 -0.490
N -2.136 -2.485 -1.095
N -3.366 -2.802 -1.144
H -6.441 -1.400 -3.824
H -6.338 -2.922 -2.941
H -4.883 -1.969 -3.237
H -7.251 -1.166 -1.467
H -4.707 0.399 -2.127
H -5.883 0.857 -0.873
H -6.350 0.823 -2.569
H -5.798 -2.893 -0.461
H -5.815 -1.369 0.438
H -3.471 0.035 0.334
```

The value obtained for the relative energy (zero: lowest compared OMol25 entry of this formula, charge and spin) is 8.1 kcal/mol. The value obtained for the LUMO energy (spin up / spin down) is -7.6 / -7.6 eV. For the frontier orbital gap (spin up / spin down), the calculation gives 6.6 / 6.6 eV. As for the charge: +2.



# 2
Density functional theory data (ωB97M-V/def2-TZVPD) for a 16-piece molecular cluster, C36H96Cl18O40P10 overall at a distorted geometry.

The geometry in XYZ format:
```
200
Properties=species:S:1:pos:R:3
C -35.528 2.103 18.950
O -35.743 3.447 19.384
P -34.789 4.651 18.813
O -33.417 4.721 19.367
O -34.898 4.449 17.203
C -34.326 5.404 16.314
O -35.704 5.930 19.127
C -35.931 6.396 20.451
H -36.410 1.474 18.830
H -34.797 1.539 19.529
H -35.186 2.004 17.920
H -33.502 4.890 15.818
H -33.889 6.253 16.839
H -35.040 5.841 15.616
H -35.622 7.428 20.616
H -35.609 5.764 21.279
H -37.003 6.450 20.641
C -30.919 3.463 17.670
O -29.586 3.007 17.929
P -28.421 4.029 18.476
O -28.321 5.352 17.835
O -27.075 3.101 18.352
C -26.692 2.693 17.020
O -28.739 4.014 20.059
C -28.542 2.862 20.892
H -31.648 2.928 18.278
H -31.186 3.341 16.620
H -30.961 4.540 17.827
H -27.323 3.127 16.245
H -26.629 1.605 16.986
H -25.661 2.951 16.779
H -29.440 2.277 21.094
H -28.235 3.231 21.871
H -27.735 2.252 20.486
C -27.812 5.199 11.334
O -27.823 4.446 12.523
P -27.083 2.982 12.608
O -27.254 2.364 13.927
O -25.566 3.376 12.166
C -24.802 4.234 12.986
O -27.761 2.161 11.378
C -28.150 0.790 11.413
H -28.192 6.214 11.450
H -28.480 4.770 10.586
H -26.813 5.256 10.902
H -24.332 5.020 12.396
H -24.033 3.650 13.492
H -25.318 4.687 13.833
H -27.931 0.401 12.407
H -27.577 0.180 10.715
H -29.210 0.611 11.237
C -30.261 5.452 23.571
O -30.053 6.745 22.940
P -31.285 7.637 22.449
O -30.976 9.085 22.392
O -31.694 6.939 21.025
C -30.726 6.727 20.032
O -32.490 7.189 23.461
C -33.716 7.774 23.318
H -31.236 5.390 24.055
H -29.448 5.353 24.289
H -30.133 4.692 22.800
H -31.136 6.983 19.055
H -30.480 5.665 20.043
H -29.779 7.264 19.979
H -34.269 7.617 24.244
H -34.220 7.484 22.396
H -33.600 8.857 23.278
C -29.600 14.086 12.047
O -30.092 14.825 13.093
P -29.263 15.968 13.861
O -28.972 17.189 13.043
O -30.279 16.128 15.112
C -31.488 16.800 14.944
O -28.049 15.147 14.619
C -26.888 15.827 14.898
H -30.122 14.218 11.099
H -29.654 13.018 12.257
H -28.557 14.322 11.837
H -32.309 16.231 15.381
H -31.750 17.032 13.912
H -31.476 17.756 15.468
H -26.601 15.798 15.950
H -26.624 16.775 14.430
H -26.150 15.216 14.378
C -33.161 5.172 12.655
O -34.435 5.085 13.175
P -35.651 4.312 12.376
O -35.908 4.789 10.988
O -35.235 2.740 12.514
C -35.074 2.062 13.765
O -36.854 4.447 13.474
C -37.549 5.667 13.444
H -32.911 6.211 12.439
H -32.824 4.562 11.817
H -32.529 4.932 13.510
H -35.202 2.809 14.549
H -34.045 1.705 13.777
H -35.689 1.163 13.811
H -37.387 6.245 12.535
H -37.398 6.317 14.306
H -38.617 5.447 13.427
C -31.960 9.349 10.425
O -31.711 7.992 10.692
P -31.061 6.989 9.553
O -30.674 5.701 10.151
O -32.300 6.834 8.547
C -33.524 6.265 8.930
O -29.928 7.852 8.774
C -28.542 7.448 8.823
H -31.392 9.950 11.135
H -33.036 9.521 10.446
H -31.714 9.674 9.414
H -33.476 5.898 9.956
H -33.792 5.380 8.353
H -34.412 6.890 8.835
H -28.104 8.073 9.601
H -28.042 7.749 7.902
H -28.297 6.399 8.987
C -30.021 5.881 14.243
O -30.470 7.142 13.732
P -31.175 8.290 14.717
O -32.210 7.745 15.637
O -29.909 8.986 15.495
C -29.283 8.393 16.543
O -31.667 9.426 13.631
C -32.124 10.644 14.159
H -30.494 5.638 15.194
H -28.950 5.963 14.430
H -30.118 5.054 13.539
H -28.347 7.944 16.209
H -29.825 7.569 17.007
H -29.108 9.136 17.321
H -31.393 11.443 14.029
H -32.508 10.579 15.177
H -32.907 11.127 13.574
C -24.981 6.333 17.717
O -24.364 7.474 18.179
P -25.248 8.873 18.265
O -25.656 9.447 16.935
O -26.382 8.504 19.381
C -27.047 9.530 20.122
O -24.338 9.949 19.072
C -23.597 9.485 20.197
H -26.006 6.508 17.392
H -24.971 5.556 18.482
H -24.387 5.903 16.911
H -26.882 9.326 21.179
H -28.114 9.539 19.901
H -26.574 10.507 20.019
H -24.258 9.445 21.064
H -22.820 10.178 20.520
H -23.266 8.453 20.084
C -37.590 8.680 10.929
O -37.765 8.970 12.227
P -36.793 10.067 12.890
O -36.904 11.437 12.293
O -35.301 9.473 12.724
C -34.923 8.178 13.224
O -37.146 9.972 14.440
C -38.468 9.986 14.882
H -36.632 8.835 10.431
H -38.404 9.095 10.335
H -37.814 7.636 10.714
H -34.172 8.359 13.993
H -34.378 7.680 12.422
H -35.782 7.683 13.678
H -38.742 9.013 15.290
H -39.210 10.118 14.094
H -38.649 10.665 15.715
C -30.417 1.004 14.449
Cl -30.720 0.669 16.130
Cl -31.338 2.392 13.858
Cl -30.927 -0.410 13.585
H -29.345 1.157 14.321
C -34.125 9.265 18.439
Cl -32.418 9.689 18.698
Cl -34.620 9.971 16.877
Cl -35.236 9.774 19.698
H -34.091 8.181 18.325
C -34.132 13.642 11.826
Cl -33.870 13.767 13.586
Cl -32.915 12.505 11.122
Cl -34.151 15.218 10.953
H -35.135 13.214 11.839
C -34.008 13.528 16.978
Cl -34.924 13.018 18.439
Cl -32.250 13.560 17.516
Cl -34.641 15.015 16.281
H -34.200 12.748 16.241
C -27.556 11.784 15.840
Cl -29.087 12.052 16.662
Cl -26.251 12.754 16.548
Cl -27.858 12.192 14.139
H -27.266 10.736 15.917
C -26.254 8.510 13.298
Cl -27.683 9.062 12.290
Cl -24.898 8.084 12.212
Cl -26.493 7.091 14.317
H -26.159 9.363 13.970
```

The value obtained for the LUMO energy is 0.3 eV. For the frontier orbital gap, the calculation gives 10.5 eV.



# 3
Density functional theory data (ωB97M-V/def2-TZVPD) for one molecule with the formula C7H10.

The geometry in XYZ format:
```
17
Properties=species:S:1:pos:R:3
C -1.570 2.260 0.469
C -0.911 1.287 0.196
C -0.379 -0.052 -0.001
C 1.041 -0.414 0.451
C 2.214 0.419 -0.086
C -0.966 -0.912 -1.104
C -1.500 -1.040 0.284
H -2.155 3.123 0.701
H 1.203 -1.455 0.143
H 1.084 -0.408 1.546
H 2.197 0.534 -1.176
H 3.157 -0.082 0.171
H 2.248 1.418 0.360
H -1.587 -0.464 -1.872
H -0.325 -1.720 -1.446
H -1.275 -1.900 0.904
H -2.476 -0.595 0.462
```

Its SMILES is C#CC1(CC)CC1. The value obtained for the relative energy (zero: lowest compared OMol25 entry of this formula, charge and spin) is 60.6 kcal/mol. The value obtained for the LUMO energy is 1.1 eV. For the frontier orbital gap, the calculation gives 10.3 eV.



# 4
Density functional theory data (ωB97M-V/def2-TZVPD) for a 2-piece molecular cluster, C4H10O overall.

The geometry in XYZ format:
```
15
Properties=species:S:1:pos:R:3
C 0.247 -1.303 -1.342
C -0.914 -0.876 -0.440
C -0.486 -0.868 1.002
C 1.028 2.283 0.485
O -1.451 -1.427 1.705
H 0.542 -2.338 -1.136
H 1.121 -0.667 -1.172
H -0.034 -1.238 -2.398
H -1.165 0.174 -0.659
H -1.818 -1.478 -0.616
H 0.830 1.279 0.874
H 2.080 2.369 0.198
H 0.399 2.470 -0.391
H 0.801 3.027 1.254
H -1.181 -1.407 2.636
```

The value obtained for the relative energy (zero: lowest compared OMol25 entry of this formula, charge and spin) is 62.9 kcal/mol. The value obtained for the LUMO energy is 0.9 eV. For the frontier orbital gap, the calculation gives 9.4 eV.



# 5
Density functional theory data (ωB97M-V/def2-TZVPD) for C19H25AsIrN4O5 as an isolated structure at a distorted geometry.

The geometry in XYZ format:
```
55
Properties=species:S:1:pos:R:3
Ir 8.400 6.754 11.678
O 8.477 9.100 11.110
C 8.378 9.901 9.906
C 6.941 10.210 9.535
N 5.999 9.050 9.592
C 5.459 8.789 10.772
C 6.363 11.264 14.276
O 6.531 11.121 13.139
O 6.208 11.275 15.428
C 6.274 8.068 8.604
C 7.479 7.183 8.897
O 8.490 7.196 8.191
O 7.328 6.475 10.006
H 7.699 9.307 11.627
H 8.739 9.210 9.127
H 8.787 10.942 9.977
H 6.907 10.834 8.600
H 6.518 10.928 10.246
H 5.014 7.899 10.993
H 5.143 9.538 11.403
H 6.396 8.555 7.655
H 5.337 7.444 8.584
C 10.882 5.232 9.412
As 10.716 6.733 10.680
C 11.507 8.195 9.731
C 12.082 5.969 11.862
H 11.937 5.107 9.278
H 10.396 5.550 8.537
H 10.390 4.335 9.799
H 12.547 7.859 9.460
H 11.581 9.081 10.320
H 10.859 8.299 8.794
H 13.063 5.970 11.504
H 11.863 4.900 11.977
H 12.062 6.451 12.841
N 7.027 7.565 22.395
C 7.099 7.436 21.264
C 7.161 7.394 19.834
C 7.709 6.281 19.156
C 7.995 6.368 17.808
C 7.585 7.456 17.153
C 6.926 8.537 17.710
C 6.733 8.515 19.054
N 8.057 7.615 15.787
C 8.866 8.704 15.405
C 9.123 8.600 14.110
N 8.467 7.458 13.641
C 7.862 6.903 14.666
H 7.933 5.332 19.708
H 8.599 5.661 17.400
H 6.563 9.343 17.105
H 6.187 9.347 19.561
H 9.114 9.490 16.142
H 9.803 9.090 13.434
H 7.141 6.095 14.492
```

As for the multiplicity: 5. The expectation value of S² is 6.011. The value obtained for the LUMO energy (spin up / spin down) is -2.7 / -4.3 eV. For the frontier orbital gap (spin up / spin down), the calculation gives 6.2 / 7.9 eV. As for the charge: +1.



# 6
Density functional theory data (ωB97M-V/def2-TZVPD) for C12H24AlCl5IO3 as an isolated structure at a distorted geometry.

The geometry in XYZ format:
```
46
Properties=species:S:1:pos:R:3
O 1.607 -2.608 1.530
C 1.532 -2.320 0.387
O 2.476 -1.490 -0.172
C 0.440 -2.860 -0.444
Al -1.219 -1.665 -0.450
O -1.746 -1.449 -2.178
C -2.759 -2.453 0.608
C -3.953 -1.496 0.748
C -4.459 -1.024 -0.584
Cl -6.007 -0.087 -0.370
C -0.710 0.102 0.391
C -0.185 1.159 -0.650
C -1.309 2.129 -1.008
I -1.276 3.890 0.232
H 2.036 -0.684 -0.481
H 0.254 -3.864 -0.085
H 0.783 -2.947 -1.473
H -1.965 -2.327 -2.513
H -2.385 -2.609 1.619
H -3.090 -3.415 0.220
H -4.750 -2.011 1.279
H -3.691 -0.620 1.327
H -4.707 -1.834 -1.249
H -3.756 -0.386 -1.089
H 0.025 0.005 1.190
H -1.589 0.546 0.856
H 0.647 1.677 -0.190
H 0.104 0.645 -1.561
H -2.272 1.669 -0.869
H -1.207 2.421 -2.042
Cl 0.128 8.300 -0.012
C 0.559 8.358 1.715
C 0.401 7.018 2.388
Cl -1.304 6.528 2.522
H -0.060 9.115 2.190
H 1.599 8.675 1.772
H 0.797 7.069 3.401
H 0.931 6.235 1.849
Cl 4.954 -6.575 -0.216
C 5.609 -5.115 -1.003
C 4.573 -4.031 -1.159
Cl 3.317 -4.464 -2.343
H 6.022 -5.411 -1.964
H 6.422 -4.755 -0.373
H 5.048 -3.120 -1.520
H 4.079 -3.807 -0.216
```

The value obtained for the relative energy (zero: lowest compared OMol25 entry of this formula, charge and spin) is 13.9 kcal/mol. The value obtained for the LUMO energy is 2.2 eV. For the frontier orbital gap, the calculation gives 7.5 eV. As for the charge: -1.



# 7
Density functional theory data (ωB97M-V/def2-TZVPD) for C22H50O20Tl as an isolated structure at a distorted geometry.

The geometry in XYZ format:
```
93
Properties=species:S:1:pos:R:3
Tl 1.548 -0.409 -4.541
C -0.056 1.470 -0.126
C 0.328 0.685 -1.291
C 0.296 -0.835 -1.163
O 0.590 -1.524 -2.115
C 0.037 -1.382 0.156
C -0.289 -0.579 1.285
C -0.465 0.891 1.123
O -0.768 1.663 1.990
O -0.440 -1.059 2.392
O 0.545 1.234 -2.344
H 0.027 2.548 -0.223
H 0.109 -2.463 0.225
C -4.363 1.342 1.386
C -3.848 1.921 0.076
O -3.256 3.205 0.235
O -5.557 1.959 1.764
H -3.509 1.456 2.074
H -4.465 0.255 1.341
H -4.754 2.086 -0.525
H -3.320 1.264 -0.633
H -2.302 3.107 0.255
H -5.312 2.735 2.278
C -3.098 -3.497 2.394
C -1.984 -4.042 3.255
O -0.743 -4.046 2.545
O -3.160 -4.202 1.176
H -2.967 -2.407 2.284
H -4.063 -3.609 2.892
H -2.199 -5.099 3.435
H -1.878 -3.589 4.243
H -0.524 -3.122 2.369
H -2.254 -4.439 0.943
C -3.221 3.464 -3.360
C -2.115 3.275 -4.362
O -1.576 1.931 -4.179
O -3.470 4.853 -3.173
H -2.759 3.183 -2.404
H -4.103 2.848 -3.541
H -1.269 3.929 -4.142
H -2.332 3.371 -5.424
H -0.700 2.042 -3.805
H -4.148 4.995 -2.507
C -0.683 -0.187 6.137
C -1.915 0.418 6.784
O -1.795 1.811 6.868
O -0.336 0.422 4.905
H -0.751 -1.283 6.142
H 0.182 -0.058 6.802
H -1.783 0.027 7.809
H -2.812 -0.064 6.385
H -2.538 2.149 7.375
H -0.370 -0.219 4.188
C 2.913 4.310 -1.217
C 4.040 4.183 -2.231
O 4.907 3.113 -1.865
O 3.368 4.315 0.136
H 2.235 3.458 -1.355
H 2.297 5.191 -1.430
H 4.602 5.125 -2.236
H 3.711 3.990 -3.249
H 5.372 3.292 -1.042
H 3.625 5.238 0.247
C -1.348 -2.620 -4.241
C -0.609 -3.497 -5.209
O 0.794 -3.192 -5.263
O -1.029 -1.252 -4.530
H -0.994 -2.893 -3.238
H -2.420 -2.804 -4.306
H -0.968 -3.192 -6.207
H -0.911 -4.544 -5.180
H 1.218 -4.026 -5.490
H -1.730 -0.724 -4.131
C 4.008 -0.016 -1.466
C 4.480 -1.270 -2.169
O 3.419 -1.829 -2.946
O 3.228 0.748 -2.370
H 4.808 0.582 -1.026
H 3.424 -0.281 -0.564
H 4.846 -1.971 -1.419
H 5.277 -0.960 -2.850
H 3.367 -2.769 -2.752
H 3.466 1.670 -2.195
C 2.989 -1.865 2.994
C 2.629 -3.005 2.039
O 3.217 -4.225 2.436
O 4.381 -1.849 3.326
H 2.429 -2.108 3.897
H 2.794 -0.881 2.558
H 2.920 -2.822 0.994
H 1.540 -3.117 2.038
H 3.447 -4.158 3.369
H 4.846 -1.774 2.486
```

The value obtained for the relative energy (zero: lowest compared OMol25 entry of this formula, charge and spin) is 0.0 kcal/mol. The value obtained for the LUMO energy is -8.0 eV. For the frontier orbital gap, the calculation gives 3.6 eV. As for the charge: +1.